{
  "formula": "C5H14",
  "method": "wB97M-V/def2-TZVPD",
  "e_lumo_ev": 1.1,
  "total_energy_ha": -198.86596,
  "smiles": "CCC.CC",
  "symbols": ["C", "C", "C", "H", "H", "H", "H", "H", "H", "H", "H", "C", "C", "H", "H", "H", "H", "H", "H"],
  "positions_angstrom": [[-0.79, 0.87, -1.20], [-1.91, 0.82, -0.16], [-2.58, -0.54, -0.02], [-1.18, 1.19, -2.17], [-0.38, -0.14, -1.27], [0.02, 1.56, -0.99], [-1.44, 1.04, 0.81], [-2.65, 1.62, -0.20], [-3.11, -0.59, 0.93], [-3.11, -0.83, -0.92], [-1.81, -1.30, 0.16], [2.36, -0.09, -0.06], [2.41, -0.82, 1.30], [2.25, -0.82, -0.85], [1.63, 0.70, 0.03], [3.32, 0.39, -0.31], [2.10, -1.85, 1.16], [1.55, -0.52, 1.90], [3.33, -0.69, 1.86]]
}

---

{
  "formula": "C20H20Cl2N4O3",
  "method": "wB97M-V/def2-TZVPD",
  "e_lumo_ev": 0.2,
  "total_energy_ha": -2139.17891,
  "smiles": "Cn1c(=O)c(Oc2c(Cl)cccc2Cl)cc2cnc(N3CCCC[C@H]3CO)nc21",
  "symbols": ["C", "N", "C", "O", "C", "O", "C", "C", "Cl", "C", "C", "C", "C", "Cl", "C", "C", "C", "N", "C", "N", "C", "C", "C", "C", "C", "C", "O", "N", "C", "H", "H", "H", "H", "H", "H", "H", "H", "H", "H", "H", "H", "H", "H", "H", "H", "H", "H", "H", "H"],
  "positions_angstrom": [[-0.18, 2.35, 1.66], [-0.46, 0.89, 1.64], [-1.06, 0.22, 2.74], [-1.40, 0.89, 3.73], [-1.18, -1.27, 2.71], [-1.64, -2.05, 3.71], [-1.16, -1.88, 5.02], [-1.97, -1.35, 6.07], [-3.45, -0.67, 5.85], [-1.40, -1.53, 7.39], [-0.24, -2.22, 7.65], [0.62, -2.63, 6.63], [0.09, -2.50, 5.30], [0.96, -3.33, 4.02], [-1.17, -1.82, 1.52], [-0.75, -1.11, 0.32], [-0.66, -1.83, -0.87], [-0.33, -1.14, -2.00], [-0.01, 0.14, -1.95], [0.41, 0.86, -3.11], [0.41, 2.33, -3.01], [0.55, 3.11, -4.29], [1.00, 2.34, -5.53], [0.36, 1.01, -5.63], [0.71, 0.15, -4.42], [2.11, -0.53, -4.09], [2.59, -1.22, -5.24], [0.02, 0.86, -0.77], [-0.46, 0.22, 0.38], [-0.89, 2.92, 0.97], [0.82, 2.44, 1.33], [-0.36, 2.88, 2.63], [-2.08, -1.09, 8.11], [0.10, -2.30, 8.74], [1.50, -3.06, 6.93], [-1.27, -2.91, 1.51], [-1.01, -2.93, -0.81], [-0.52, 2.62, -2.59], [1.21, 2.75, -2.41], [1.06, 4.11, -4.12], [-0.43, 3.45, -4.59], [0.73, 2.91, -6.36], [2.03, 2.16, -5.69], [-0.76, 1.18, -5.67], [0.59, 0.40, -6.54], [0.02, -0.71, -4.64], [1.84, -1.24, -3.37], [2.76, 0.25, -3.65], [2.35, -2.12, -5.22]]
}

---

{
  "formula": "C17H28FN3O3S4",
  "method": "wB97M-V/def2-TZVPD",
  "e_lumo_ev": -1.0,
  "total_energy_ha": -2747.01462,
  "smiles": "CCCN[C@]1(CCCSC(=S)n2ccnc2)OS(=O)(=O)C[C@@H](CSCC)[C@@H]1F",
  "symbols": ["C", "C", "C", "N", "C", "C", "C", "C", "S", "C", "S", "N", "C", "C", "N", "C", "O", "S", "O", "O", "C", "C", "C", "S", "C", "C", "C", "F", "H", "H", "H", "H", "H", "H", "H", "H", "H", "H", "H", "H", "H", "H", "H", "H", "H", "H", "H", "H", "H", "H", "H", "H", "H", "H", "H", "H"],
  "positions_angstrom": [[-3.32, 2.02, 1.61], [-2.48, 1.34, 2.76], [-2.12, -0.19, 2.50], [-2.13, -0.59, 1.09], [-0.82, -0.87, 0.50], [0.13, 0.38, 0.83], [1.19, 0.67, -0.31], [0.85, 2.00, -1.11], [-0.14, 1.69, -2.62], [-0.54, 3.31, -3.36], [0.53, 4.55, -3.49], [-1.90, 3.42, -3.85], [-2.94, 4.22, -3.37], [-4.06, 3.88, -4.22], [-3.67, 2.94, -5.18], [-2.37, 2.68, -4.94], [-1.00, -0.85, -0.94], [-0.66, -2.26, -1.69], [-0.51, -1.94, -3.11], [-1.72, -3.26, -1.60], [0.97, -2.88, -1.15], [1.03, -2.79, 0.44], [2.35, -2.09, 0.99], [3.43, -3.35, 1.80], [4.59, -2.39, 2.87], [6.08, -2.74, 2.39], [-0.29, -2.22, 1.11], [-1.29, -3.21, 1.26], [-4.05, 2.72, 2.10], [-3.92, 1.30, 1.00], [-2.62, 2.66, 1.01], [-1.57, 1.94, 3.05], [-3.13, 1.35, 3.69], [-2.93, -0.78, 3.01], [-1.18, -0.42, 3.06], [-2.82, -1.31, 0.87], [0.61, 0.29, 1.83], [-0.57, 1.26, 0.84], [2.16, 0.91, 0.22], [1.42, -0.19, -0.98], [0.40, 2.77, -0.41], [1.84, 2.44, -1.43], [-2.87, 4.90, -2.50], [-5.07, 4.32, -4.09], [-1.84, 1.96, -5.59], [1.83, -2.42, -1.67], [0.97, -3.97, -1.43], [1.10, -3.86, 0.81], [2.89, -1.69, 0.08], [2.12, -1.23, 1.68], [4.42, -2.67, 3.94], [4.39, -1.30, 2.68], [6.01, -3.48, 1.56], [6.55, -1.80, 2.01], [6.64, -3.17, 3.26], [0.02, -1.98, 2.17]]
}

---

{
  "formula": "C3HF3O",
  "method": "wB97M-V/def2-TZVPD",
  "e_lumo_ev": 0.2,
  "total_energy_ha": -489.60138,
  "smiles": "FC#CF.O=CF",
  "symbols": ["F", "C", "C", "F", "O", "C", "F", "H"],
  "positions_angstrom": [[2.00, 0.69, 0.84], [1.67, -0.45, 0.27], [1.14, -1.22, -0.45], [0.88, -2.46, -0.90], [-2.27, -0.01, 0.26], [-1.45, 0.80, 0.02], [-0.73, 1.45, 0.99], [-1.24, 1.19, -1.02]]
}